Record 1
Density functional theory data (the ωB97M-V functional and the def2-TZVPD basis) for a molecular structure, C42H90AlO15S.

Values from the calculation:
**Highest occupied orbital energy**: -5.1 eV
**LUMO**: 1.7305 eV
**Gap between HOMO and LUMO**: 6.79 eV
**Charge**: -1

Last column: Mulliken charge in e.
Element x y z (Å)
H -6.33983 3.24043 7.15905  0.331
H 0.04522 1.26181 -2.71159  0.207
H -5.37793 -5.58705 10.50577  0.395
C 5.49608 9.85204 -2.20124  -0.654
H -5.85403 -1.80902 9.53971  0.359
H 5.47111 7.76587 -2.73529  0.380
O -1.58206 -2.55589 -5.44000  -0.582
H -4.26507 -4.14398 5.82797  0.269
H 0.27119 4.92124 0.90291  0.318
H 6.19253 -0.66720 -5.67113  0.470
C 0.22164 4.59374 -0.14033  -0.377
H -0.25099 -2.96583 -8.14783  0.426
H 1.75140 -3.21110 0.48285  0.360
C 2.19440 -4.19937 -2.72264  0.149
C 6.74028 -4.37902 -3.31089  -0.902
H 6.41570 9.76093 -1.61468  0.377
H -8.37493 -4.26488 11.39254  0.327
C -5.91412 -1.97393 8.46124  -0.678
H -2.65150 -1.30792 2.42927  0.249
H -8.52982 2.52487 6.36783  0.260
C 6.24909 -2.26464 -4.26198  -0.291
H -1.25395 -5.44734 4.97866  0.416
H 2.09268 6.35237 0.12637  0.335
H -0.32763 -3.71437 0.35931  0.153
H 3.35514 5.39578 -0.67470  0.244
S -0.67190 -3.41445 -6.13510  1.617
H 6.56464 -5.43386 -3.49659  0.420
O 5.86510 10.31145 -3.49196  -0.368
H -5.26005 1.54476 4.85019  0.351
C 1.53693 -3.65953 -1.62244  -0.215
C -0.72589 -3.83720 -0.63982  -2.132
H -1.69750 5.45266 -0.50592  0.409
O -1.02315 -3.33808 -7.70127  -0.649
C 0.43966 7.26656 -2.03124  -0.723
C 0.99226 -0.60698 -2.02843  3.864
C -0.69154 5.49890 -0.93560  -0.588
C 2.40767 -0.59810 -1.44524  -2.085
H 3.81687 0.08363 -7.17349  0.496
H -9.08971 3.54772 5.03023  0.243
H 2.92471 0.30261 -1.76214  0.590
H 0.92139 8.21593 -1.80596  0.203
H 5.52415 -1.70016 -3.66533  0.016
H 4.84810 10.58016 -1.70371  0.348
C 3.52674 -4.08479 -0.26009  -1.118
O -6.36793 -3.89291 11.03601  -0.371
C -7.72104 -3.47975 10.99651  -0.703
C 2.21811 -3.62421 -0.39712  -0.259
H -7.58587 1.05391 4.39096  0.404
Al 4.57001 -2.38637 -6.74894  0.333
H -3.93735 -3.13006 4.39294  0.275
H 3.99344 -5.06536 -3.46802  0.395
H 2.18683 0.44126 -5.57377  0.358
H -4.97913 -1.65077 7.99103  0.285
O -0.26930 6.85235 -0.87547  -0.411
C 0.39068 0.82757 -1.78092  -1.961
C -7.29313 0.25008 5.06992  -0.830
C -1.21178 -4.11468 3.31375  -0.384
H 4.62604 8.16470 -1.23151  0.306
H -0.90710 -4.91606 2.63279  0.386
H 0.23523 -1.52724 -0.27223  0.334
C -6.04309 -4.85221 10.04143  -0.730
H 5.89905 -3.07361 -1.82338  0.268
H -8.47865 4.30292 6.51597  0.321
H -7.81416 -2.59668 11.62676  0.245
C 3.50065 -4.65984 -2.59883  -0.304
H 7.26071 -4.01816 -1.24096  0.359
H -3.73924 -2.46075 6.02196  0.116
H -0.99004 -1.26853 -1.47061  0.823
O 5.48058 -5.02481 -1.32388  -0.545
H 0.42245 -0.76215 -6.87226  0.554
H -2.81598 -5.26759 4.16366  0.370
H 0.06441 -3.22800 -3.89310  -1.521
H -5.03826 -5.02011 8.16941  0.371
H 7.80751 -4.20159 -3.49308  0.453
H -0.79312 -4.88727 -0.90481  0.497
H 1.78202 -1.61007 -3.78080  -0.015
H 1.50220 -2.98836 -6.98896  0.848
C 0.03743 -1.60072 -1.34484  -3.065
H 5.08106 -2.80946 -8.24698  -0.448
H 3.69213 7.00158 -4.27227  0.322
C 4.16784 -4.58634 -1.38122  0.130
H -6.72743 -1.37373 8.05808  0.207
H -8.18902 -0.26083 5.41943  0.254
C -1.82649 -1.87542 2.85780  -0.801
H -1.78169 -1.68005 3.93231  0.402
H -1.74035 -3.43961 -0.66979  0.495
H 1.49142 -3.14667 -5.24936  -1.288
H 0.30575 -0.93283 -5.13055  -0.035
H 1.44557 0.12546 -4.02118  0.874
H -6.94233 -5.37597 9.70324  0.356
H 2.42901 -0.67722 -0.36067  0.463
C -1.92444 -4.72826 4.49759  -0.759
H 0.14585 -1.04246 -3.98314  0.777
H -8.03593 -3.22445 9.98212  0.295
H -0.30925 -3.59003 3.64208  0.359
H -4.73691 1.46326 6.53946  0.359
H 3.93050 10.95387 -3.92234  0.258
H 2.99298 -1.42536 -1.84143  0.044
O -6.17295 -3.33351 8.15177  -0.341
H 4.45151 8.52582 -4.80554  0.437
H -0.82982 -4.46838 -3.06911  0.490
C 0.11830 -3.09422 -1.70628  3.325
C -6.03019 3.10491 6.11824  -0.569
C -8.35469 3.45876 5.82849  -0.664
C 4.81848 8.50111 -2.25574  -0.392
H -0.43893 0.74714 -1.08104  0.406
H -6.66650 -0.46939 4.53219  0.278
C 6.20077 -1.75888 -5.68566  -1.145
O -7.07103 3.48696 5.23306  -0.371
O -6.61178 0.74879 6.20885  -0.254
H 1.12639 1.46597 -1.30511  0.399
C -3.62428 -3.35769 5.41464  -0.468
H 2.68353 8.38479 -4.73985  0.234
H 1.73307 -4.25266 -3.69249  0.249
C -0.56940 -3.41448 -3.03434  -0.823
C 2.30676 -0.61785 -5.79320  -0.210
C 4.97096 11.27103 -4.02396  -0.667
C -5.32971 -4.22576 8.86434  -0.384
O -2.06005 -3.24373 2.58272  -0.318
C 6.38096 -4.04512 -1.88145  -0.294
H 4.04095 -4.04866 0.68538  0.471
O -2.26577 -3.75393 5.47253  -0.389
C 1.10902 -0.78892 -3.54628  -2.554
C 2.46970 5.34054 -0.04275  -0.812
O 5.97405 -3.66207 -4.23766  -0.265
O -0.67207 -4.78821 -5.74375  -0.648
O 1.51994 4.53224 -0.70978  -0.322
H 2.64855 -1.00684 -7.89510  0.305
C 3.61370 8.09361 -4.25407  -0.897
O 3.56560 8.56673 -2.91819  -0.252
H -0.75047 5.15715 -1.97313  0.308
C 3.26027 -0.83777 -7.00277  -1.407
H 2.72678 -1.12895 -4.92363  0.264
H -0.89295 -1.54306 2.38910  0.276
H 2.75063 4.89219 0.91716  0.353
H 5.20240 11.38569 -5.08167  0.243
H 1.20880 6.54456 -2.31287  0.331
H -0.24962 7.41056 -2.87143  0.397
H -5.18261 3.77067 5.92799  0.375
H 5.10509 12.23879 -3.52771  0.323
H 3.80796 -3.66551 -6.10825  -0.294
C 0.90789 -1.19139 -5.99820  -0.108
C -5.58821 1.67763 5.88516  -0.477
C 0.96232 -2.71274 -6.08684  0.077
H -1.46303 -2.81145 -3.16694  0.474
H -4.41909 -3.71796 9.19508  0.375
H -0.18588 3.57766 -0.15742  0.351
H 7.09624 -2.10751 -6.20180  0.374
H 7.22482 -2.10585 -3.78281  0.524

Atoms 1-2, force components in eV/Å:
0.0 0.0 0.0
-0.1 0.2 -0.1

=====

Record 2
Density functional theory data (the ωB97M-V functional and the def2-TZVPD basis) for 12 unconnected molecules or ions with the total composition C42H90N6O12.

Values from the calculation:
**Highest occupied orbital energy**: -8.8 eV
**Energy relative to the best compared isomer or geometry (same formula, charge and spin)**: 110.4 kJ/mol
**LUMO**: 0.5248 eV
**Gap between HOMO and LUMO**: 9.33 eV
**Charge**: 0

Last column: Mulliken charge in e.
Element x y z (Å)
H 17.69328 15.12358 10.65756  0.455
H 17.30626 13.01387 8.22851  0.438
H 15.94292 14.03097 13.78068  -0.008
H 16.87429 11.08459 15.98282  0.545
H 10.93712 11.54752 16.14726  0.005
H 9.81010 9.57762 10.95533  0.267
H 8.89386 7.98626 12.39390  0.040
H 14.03788 12.00445 12.24470  -1.034
H 17.54148 7.39075 9.53699  0.338
H 12.79192 17.63207 12.66343  0.272
H 14.18084 14.06498 6.64707  0.334
H 18.87462 13.57599 14.26985  0.365
C 18.45836 15.23923 12.78999  -0.639
H 15.80332 10.89327 10.63296  -0.080
H 6.76179 8.18739 9.33957  0.378
H 8.79276 13.28954 10.55590  0.083
C 8.05975 7.80908 11.68338  -0.776
N 14.96624 10.66495 16.34135  0.268
H 17.44093 7.73497 12.39292  0.259
H 11.01587 11.55393 10.11772  0.471
H 12.53094 15.61689 9.45598  0.237
C 8.88726 16.08650 14.55900  0.482
H 11.39851 9.95368 8.02531  0.067
H 13.33440 14.15195 18.10857  0.174
O 10.47641 7.63334 8.93009  -0.458
H 14.28337 15.55081 9.56705  0.187
H 10.82188 7.05019 6.90821  0.231
H 13.04463 10.03258 16.84132  0.089
H 13.95654 17.81799 16.57042  0.421
H 8.17416 8.69256 14.64937  0.240
C 11.23003 11.80654 12.28834  1.552
H 13.81979 11.98228 6.57815  0.340
H 6.09940 15.62977 12.70914  0.448
O 16.54872 10.86321 17.96051  -0.677
H 8.53605 14.97826 10.20411  0.367
H 11.73097 15.98503 17.82805  0.173
H 10.35033 8.16951 14.82944  0.309
H 9.42074 11.59509 16.94504  0.535
H 7.72908 9.26757 16.14546  0.314
C 8.28133 9.61566 15.24262  -0.806
H 13.24722 9.07594 9.00518  -0.449
C 17.77471 8.33903 11.53786  -0.575
C 8.67918 14.28460 11.03301  -0.548
O 16.34310 9.12894 9.74584  -0.376
H 13.17453 16.81904 18.59152  0.299
H 14.28908 9.75175 14.49138  0.287
O 11.71875 16.02105 11.89246  -0.556
O 8.89040 10.71255 9.63554  -0.829
C 16.10627 9.89807 10.91492  0.199
C 13.76298 15.06958 17.63432  -0.570
H 18.17657 10.38502 11.45487  0.166
H 6.30198 15.38093 16.11291  0.396
C 15.06959 14.00946 7.26784  0.013
H 15.26107 9.52036 11.47566  0.169
H 16.30853 13.00718 9.67852  0.245
H 11.68642 13.84838 12.74778  -0.745
C 12.54592 16.87236 11.91966  0.219
H 9.56614 8.32609 7.31115  0.446
H 8.36792 6.83286 11.26678  0.257
H 13.51605 11.85545 8.36258  0.410
C 10.53274 7.97994 7.56381  -0.570
O 12.76683 12.55536 10.60588  -0.092
C 9.90717 11.35968 16.00367  -0.402
C 14.65578 10.66983 14.92656  0.832
H 6.71749 9.95679 9.39901  0.328
H 12.34651 17.42668 16.11308  0.275
H 12.44622 12.74817 13.91887  0.229
H 8.42459 13.97721 17.04188  0.533
H 13.82623 11.42285 14.73309  -0.264
H 11.77796 8.16256 10.44877  0.042
H 14.39463 18.53707 11.76643  0.410
C 13.41149 16.20429 9.56844  -0.871
C 6.56704 15.46297 11.76848  -1.251
C 10.69312 9.22718 15.17800  -0.038
C 9.49090 14.92997 15.46594  1.384
H 10.04127 14.09929 14.83149  -0.583
H 12.14639 10.57209 10.85029  -0.358
H 15.40152 17.45522 10.94606  0.304
C 11.73438 11.59767 10.89771  -0.738
H 11.07808 10.85986 12.86781  -0.397
H 14.24667 9.46524 17.93207  0.412
H 16.47820 15.64858 11.78340  -0.095
H 12.16214 9.08553 6.46572  0.312
N 15.27974 12.76131 7.71598  0.281
N 9.64302 10.02651 15.49685  0.316
C 12.83542 16.21851 17.73650  -0.436
H 6.32184 13.73584 13.39090  0.352
O 16.88036 13.69184 11.97420  0.003
H 18.44653 16.29181 13.07530  0.378
C 13.26267 16.98065 16.45767  -0.780
H 18.86536 8.18339 11.37372  0.305
C 17.37292 14.97884 11.72238  -0.284
H 15.50387 11.00330 14.29455  -0.891
H 13.07762 15.66072 14.83970  -0.424
O 7.88602 12.55780 13.23554  -0.320
H 14.50937 18.61744 10.07796  0.360
C 7.28626 13.55800 12.89670  -0.395
C 16.21526 10.86532 16.75908  -0.149
C 6.71926 9.07117 10.00709  -1.168
C 16.87311 13.58376 13.40942  0.321
H 9.47822 12.07469 15.23670  -0.274
O 15.75350 15.02348 7.55995  -0.628
C 18.10335 14.27451 13.94848  -0.656
H 10.21089 12.27057 12.22951  -0.930
H 17.82353 14.85880 14.85239  0.294
H 5.80953 9.09700 10.67371  0.299
H 7.17761 7.65801 12.20500  0.434
C 13.82677 15.99572 15.54782  0.568
H 13.49016 16.89587 8.74147  0.426
N 13.34843 17.04287 10.84278  0.086
N 7.49262 14.39239 11.88338  0.347
H 16.82999 12.57806 13.65679  -0.358
H 7.00728 16.43550 11.59263  0.379
H 9.61170 14.52604 11.59027  0.276
C 12.64190 8.38520 8.48457  0.070
H 8.51801 15.52685 13.67191  -0.477
C 11.80180 7.62618 9.51544  -0.234
H 13.74736 11.13076 18.06630  0.223
H 19.49246 14.94759 12.40202  0.209
O 7.72418 16.58806 15.30975  -0.521
H 7.72846 10.40253 14.66840  0.162
H 14.74186 16.39974 15.05685  0.212
O 14.06922 14.78436 16.31083  -0.278
H 7.73256 13.61529 15.37616  -0.101
H 12.21422 6.59927 9.58672  0.353
H 17.12744 9.95842 12.82202  -0.021
C 12.20799 12.89828 12.88941  0.672
H 16.10368 7.26971 10.60964  0.274
C 13.98002 10.29719 17.35972  -0.661
C 14.43572 17.93465 10.90527  -1.066
C 11.67193 9.00698 7.51403  -0.109
H 9.44361 16.99470 14.15712  0.218
C 7.32844 15.59480 16.23396  -0.810
H 13.34869 7.59878 8.16388  0.349
H 16.65425 11.46217 8.78084  0.306
N 7.94972 8.95700 10.74338  0.236
C 16.46854 12.51708 8.66602  -1.028
H 10.17719 15.34516 16.22607  -0.347
H 5.77106 15.33021 11.04210  0.358
O 11.85139 9.63017 15.15818  -0.523
C 8.16859 14.34658 16.07329  -0.316
C 17.29883 9.78301 11.77760  -0.140
C 13.34558 12.83136 11.91328  1.246
H 14.84432 10.80650 7.63014  0.219
C 16.93101 7.90325 10.29668  -0.563
H 14.60496 15.27121 18.21889  0.394
H 7.29299 15.97000 17.28664  0.255
C 14.28451 11.76855 7.54219  -0.840
C 8.92890 9.81358 10.46554  0.572
H 13.91112 13.76580 11.73298  -0.086

Atoms 1-2, force components in eV/Å:
0.0 -0.6 0.9
0.6 0.2 -0.3